A structure of composition C40H60FGeN3O3PtS2Si4, computed with ωB97M-V/def2-TZVPD.

Geometry as ORCA input:
```
! wB97M-V def2-TZVPD RIJCOSX def2/J DEFGRID3
* xyz 1 2
H 4.18331 -4.55016 -2.89070
H 3.10474 -5.52449 -1.90198
H -6.81093 5.22270 -2.42907
H 2.05920 -6.81813 2.31071
H 8.42641 2.17926 -0.96580
C 5.49634 2.75880 0.62549
H 4.29159 -1.24605 -2.18381
H -0.54555 -6.61935 -1.23305
H -5.80450 7.26660 -3.35188
C -7.16251 5.93336 -0.53015
H -2.56942 -4.30295 -0.43857
C -4.43758 2.80904 -0.58204
F -2.19503 5.64551 -0.56303
H 2.79898 -0.70581 -1.41208
C -5.79701 7.00563 -2.29653
H 2.72728 -1.56082 -2.96218
H 0.70674 -3.52083 -3.96722
Si -0.50826 -4.23039 -1.87801
Pt 1.79404 0.47872 1.12343
H -5.48224 2.59563 -0.75867
H -2.50348 -2.84231 -1.43765
C -6.00525 0.16130 -1.60462
H -5.35245 6.50552 0.54108
N -6.98787 6.13886 -2.01168
C -0.22062 -3.25908 -3.45822
H 2.57547 4.70841 0.60006
C -1.22710 1.01332 0.30295
H -1.19256 -4.19814 2.91837
H -0.69996 3.60388 -0.01741
H 2.32186 -4.10630 3.97098
H -7.86661 5.11293 -0.40693
C -3.99044 4.11045 -0.70580
C -5.76126 -1.14582 -0.91090
C -4.52856 6.22961 -1.89177
H -3.50675 -1.48080 0.38577
C 3.20834 -4.55347 -2.39574
C 6.47996 1.72395 -1.74536
H -1.04496 -3.43658 -4.15450
H 2.93408 -3.14045 2.61904
C -2.62979 4.37170 -0.49202
H -0.40258 -5.64409 3.57528
C 1.88419 2.50589 -1.65158
H -7.59823 6.84346 -0.12307
H -0.85474 -6.42408 -2.96086
H 4.45178 -4.53557 0.44819
H -1.18931 -5.70801 1.99653
H -5.87776 4.84805 0.82609
H -2.94616 -4.38483 -2.17655
H -7.02208 0.51790 -1.69561
H 5.83043 -1.20191 3.33680
O -1.43961 -2.41745 1.37041
H 6.85970 1.31753 -2.67464
Ge 0.93111 -3.44278 -0.16109
H -5.99408 0.45599 0.60499
H 5.91057 -1.53141 5.78037
H 1.27250 3.75775 1.35629
C 3.24658 -1.50990 -2.00201
O -0.08404 1.37626 0.59300
S 3.79922 -0.33696 1.58225
H 5.47141 -3.56096 -0.60633
H -6.60494 -1.68501 -0.50639
H 2.92241 -5.99345 1.01448
Si 2.75090 2.30248 0.00828
N -3.98873 0.46709 -0.09749
C 2.02930 -3.53935 3.08302
H -5.93356 7.91262 -1.71075
C -0.60044 -5.07374 2.66242
H -4.96739 -1.77153 -1.29439
C 5.00929 -1.15309 5.31601
H 1.43219 -2.68414 3.40810
H 5.13193 3.15146 1.56793
C 2.69266 -0.18318 4.10778
C 7.35892 2.20752 -0.78793
C 3.89358 -0.84481 6.09430
Si 1.03881 -4.59305 1.91090
C 3.80445 -0.49560 3.33333
H 7.54426 3.10529 1.15218
C 4.59235 2.27757 -0.32497
C 4.56539 -3.54404 0.00645
C -2.30490 -3.91759 -1.42289
S 1.21324 0.40288 3.36882
C 4.96618 -0.97175 3.94958
H 1.35603 -6.74098 0.69818
H 1.88268 -0.10630 6.09128
C -5.77946 5.61537 0.06260
H 0.79456 -6.30793 -2.34079
H -4.03352 5.81308 -2.76822
C 5.11188 1.76202 -1.51342
C 1.93345 -6.17633 1.43535
H -7.83512 6.52677 -2.42404
H 2.18279 1.73258 -2.36163
C 2.33404 3.76608 1.09886
C -0.24739 -6.06567 -2.12601
C -1.74480 3.37850 -0.18793
H 2.15633 3.47586 -2.08007
C -2.19599 2.06254 -0.06034
H -3.83960 6.93264 -1.41878
C 2.75113 -0.35677 5.49434
C -1.75516 -0.30892 0.37425
H 2.44368 -4.48715 -3.17008
H 3.92228 -0.98186 7.16723
C -5.38896 0.13464 -0.23477
H 4.70591 -2.82417 0.80815
H 4.44508 1.37527 -2.27586
N -4.93375 5.13380 -1.02003
Si 3.12704 -3.16239 -1.12451
C -3.09566 -0.49251 0.23276
H 2.88179 3.72227 2.04133
C 6.86358 2.72852 0.39930
H 0.79792 2.46074 -1.55500
C -3.55154 1.77515 -0.24961
H -0.19103 -2.18855 -3.23813
O 0.15350 -1.66369 -0.03177
H -5.35047 0.40914 -2.42922
C -0.97359 -1.57645 0.62876
*
```

**Frontier orbital gap (alpha / beta)**: 4.78 / 4.84 eV
**<S²>**: 0.756
**DFT total energy**: -168726.6984 eV
**Energy above the lowest of the compared OMol25 structures with the same formula, charge and spin**: 11.8 kcal per mole
**F_max**: 0.010 hartree/bohr

Mulliken atomic charge list, values in e, 5 entries: 0.428 0.240 0.379 0.419 0.390


A structure of composition C40H60FGeN3O3PtS2Si4, computed with ωB97M-V/def2-TZVPD.

Geometry as ORCA input:
```
! wB97M-V def2-TZVPD RIJCOSX def2/J DEFGRID3
* xyz 1 2
N -5.79611 5.95658 -0.71334
H 1.75036 -4.08107 -2.64963
H 6.40971 4.10208 0.49676
C -4.10189 0.19661 -0.02422
C -5.33453 3.59840 -0.53396
H -6.32269 3.41845 -0.93386
C 3.69606 2.44079 -1.66826
C 3.47496 -2.94705 0.70546
H 3.14797 -3.77561 1.33652
Si 2.25116 -2.57285 -0.66548
C 2.20747 0.78110 4.07331
H 2.07921 -5.03645 -1.19405
C -3.60324 5.11222 0.10999
H -1.53391 -2.48911 -4.09702
C 0.46969 3.23024 -1.36056
C 3.87163 0.76179 5.82558
C -1.79489 -4.38015 2.83578
Si 1.55579 2.92170 0.15929
H 1.59293 -5.52481 1.04258
C 1.26180 4.26409 1.44273
H -6.87277 8.78026 -0.96149
H 4.12511 0.85804 6.87359
C -6.69083 1.15827 -2.19375
C -2.04593 -0.91137 0.62943
H -1.59086 -4.88103 3.78657
C -2.76803 4.07430 0.40884
S 2.85076 0.31157 1.42432
H 1.83030 -2.70195 2.88703
C 4.33068 3.61135 0.31674
H -7.40448 -0.84455 -1.51103
H 2.94860 1.96511 -2.29420
H 0.40824 -2.43834 3.88176
H 3.80525 -0.91952 -1.64332
C -3.20952 2.76133 0.25436
C -4.50498 2.51790 -0.21590
C 4.53735 0.40543 3.54638
H -4.87891 7.82500 -0.20249
H 1.19365 5.25688 0.98674
H 0.16376 -2.88761 -3.86177
H -6.89266 6.78927 0.89841
F -3.16813 6.37186 0.31452
C 2.33965 -4.12460 -1.73528
H 0.84091 2.66464 -2.21789
H 1.32587 -3.94328 4.04704
C 4.86876 0.51503 4.88245
O -1.21216 1.92926 1.09925
Si -1.27511 -3.42772 -1.83233
H 2.23154 -0.17982 -1.37500
H -7.02361 1.09543 0.01093
H -7.27267 5.11641 0.51272
H 2.07670 4.28227 2.16942
H 5.90142 0.41855 5.19161
O -2.58348 -1.85901 1.15607
C 2.72811 -1.09273 -1.70349
H -0.56984 2.94361 -1.20129
H -3.57220 -3.30020 -0.77659
H -7.68958 1.52777 -2.38330
C 5.64951 3.63348 -0.11579
C -4.90192 4.90174 -0.37248
H -8.77876 7.29854 -0.41930
H 0.56760 -6.33920 2.22008
H -0.22708 -5.69802 -2.17070
C -1.23267 -5.27968 -2.11682
H -8.19591 7.58115 -2.68498
H 5.27186 2.00098 -3.05442
H -2.38626 -3.48760 3.02639
C -6.42154 8.09475 -1.67588
H 0.34922 4.05754 2.00498
C -6.29085 0.91151 -0.76605
C -0.71780 -2.47983 -3.36756
H 3.39141 -4.21594 -2.03011
N -4.93377 1.20663 -0.36331
Ge -0.00084 -2.65384 0.06089
H -1.76911 -5.79091 -1.31279
C -2.29991 1.66084 0.59509
O -0.82357 -0.89994 0.12342
C -3.11021 -2.97087 -1.70762
C 2.55803 0.89993 5.42210
C 0.56569 -5.61179 1.40189
Si -0.14752 -3.99287 2.04685
C -2.81386 0.35309 0.37936
H -5.66102 -0.79240 -2.03812
H -8.77187 5.70980 -1.20801
H 0.50281 4.29102 -1.63106
C -8.14814 6.53294 -0.86595
H 4.09050 4.06021 1.27350
H 4.41309 -3.25427 0.23070
S 0.52934 0.95699 3.59596
H -3.62271 -3.45663 -2.54412
H 3.67694 -2.08693 1.33890
H -1.74647 -5.51033 -3.05448
H 5.30473 0.22809 2.80152
H -4.51518 -0.79969 -0.10128
H -1.77065 4.25862 0.78882
H -7.05915 6.37610 -2.59986
C 5.99463 3.05073 -1.32678
C 3.32735 3.01080 -0.44716
H 2.46357 -1.26571 -2.75042
H -6.10665 8.65809 -2.55029
C -6.52490 -0.24358 -1.68740
Pt 0.74270 1.01851 1.26235
C 5.01230 2.45567 -2.10616
H -0.04773 -6.02228 0.59665
H -4.46322 7.15316 -1.77822
C 3.20741 0.52555 3.13316
H 1.78170 1.10625 6.14896
C -5.27092 7.27393 -1.05934
H -2.38748 -5.05459 2.21364
H 7.02386 3.06190 -1.66261
H -0.50662 -1.43490 -3.12277
C -7.01687 6.07618 0.07451
C 0.96637 -3.19971 3.32976
N -7.50390 7.13829 -2.08288
H -3.24947 -1.89031 -1.81741
H -5.91974 1.52976 -2.85566
*
```

**Frontier orbital gap (alpha / beta)**: 4.64 / 4.83 eV
**<S²>**: 0.757
**DFT total energy**: -168726.3020 eV
**Energy above the lowest of the compared OMol25 structures with the same formula, charge and spin**: 21.0 kcal per mole
**F_max**: 0.015 hartree/bohr

Mulliken atomic charge list, values in e, 5 entries: 0.322 0.256 0.405 -0.203 -0.664


> Among the records above, which one has the highest <S²>?

number 2